(1)
Formula: C12H7InN2O8
Source: OMol25
Level of theory: ωB97M-V/def2-TZVPD

HOMO energy: -0.90 eV
total charge: -2
E_LUMO: 4.9 eV
energy relative to the best compared isomer or geometry (same formula, charge and spin): 42.3 kcal per mole

CARTESIAN COORDINATES (ANGSTROEM)
In (0.02094, -0.00850, -0.00372)
C (-0.54487, 1.06301, 2.53120)
C (0.84670, 0.83775, 2.56780)
C (1.06517, -0.54962, 2.57039)
C (-0.18968, -1.18971, 2.54370)
C (-1.19006, -0.19296, 2.52061)
H (-1.03194, 2.02647, 2.46601)
H (1.60986, 1.60187, 2.58977)
H (2.02942, -1.03565, 2.55935)
H (-0.35603, -2.25817, 2.53462)
H (-2.25808, -0.36041, 2.47920)
O (-1.77684, 2.31535, -2.99442)
C (-1.40850, 1.31909, -2.36153)
O (-0.76370, 1.35416, -1.27479)
C (-1.76710, -0.03883, -2.96857)
C (-2.47043, -0.01599, -4.15868)
C (-2.85278, -1.19728, -4.79002)
C (-2.54282, -2.43125, -4.23788)
C (-1.84770, -2.44850, -3.05551)
C (-1.41379, -1.29221, -2.35469)
O (-0.75646, -1.37855, -1.27941)
N (-1.55153, -3.78022, -2.51858)
O (-0.58440, -4.36585, -2.94843)
O (-2.31381, -4.25285, -1.70384)
N (-3.58066, -1.15298, -6.03439)
O (-3.91562, -2.21241, -6.54713)
O (-3.83571, -0.07141, -6.52958)
H (-2.71054, 0.94802, -4.58087)
H (-2.83123, -3.35827, -4.71107)
O (1.46859, -0.01392, -1.13895)


(2)
Formula: C12H7N4O6S
Source: OMol25
Level of theory: ωB97M-V/def2-TZVPD

HOMO energy: -4.22 eV
total charge: -1
E_LUMO: 0.8 eV
energy relative to the best compared isomer or geometry (same formula, charge and spin): 0.2 kcal per mole

CARTESIAN COORDINATES (ANGSTROEM)
C (-0.73661, 0.13623, -0.77166)
C (-1.07503, -1.00542, -1.58113)
N (-1.24588, -1.87180, -2.34324)
C (-1.19389, -0.02367, 0.72088)
C (-1.42030, 1.13894, 1.51136)
C (-1.79444, 1.05970, 2.85862)
C (-1.94734, -0.21044, 3.44763)
N (-1.98992, -0.33396, 4.86173)
O (-2.00997, -1.48616, 5.35583)
O (-1.95488, 0.71563, 5.54410)
C (-1.89325, -1.37151, 2.66122)
C (-1.55170, -1.27045, 1.30047)
H (-1.22273, 1.05845, -1.11304)
H (-1.33373, 2.12507, 1.04012)
H (-1.91232, 1.94546, 3.48138)
H (-2.06938, -2.34400, 3.12583)
H (-1.57693, -2.17389, 0.68412)
O (4.54408, -1.48806, -3.43443)
N (4.02620, -1.40729, -2.29537)
O (4.48137, -2.00657, -1.29511)
C (2.84222, -0.61095, -2.09621)
C (2.22352, 0.12737, -3.10291)
C (1.10319, 0.74989, -2.56152)
N (0.61387, 1.96785, -3.13156)
O (-0.15424, 2.65269, -2.39755)
O (0.94836, 2.33614, -4.28117)
C (0.70308, 0.52265, -1.05779)
S (2.08098, -0.58901, -0.54437)
H (2.66708, 0.22560, -4.10877)
H (0.84861, 1.43149, -0.47747)


(3)
Formula: C12H8AgN2SbSe4
Source: OMol25
Level of theory: ωB97M-V/def2-TZVPD

HOMO energy: 0.21 eV
total charge: -2
E_LUMO: 3.8 eV

CARTESIAN COORDINATES (ANGSTROEM)
Ag (-1.04105, 1.49199, -1.68214)
C (3.09800, -0.32963, -2.20913)
C (1.76653, -0.22240, -2.47467)
N (0.84809, -0.09352, -1.50408)
C (1.23749, 0.04944, -0.22368)
C (2.57975, -0.18820, 0.17761)
C (3.44824, -0.40406, -0.88863)
C (2.89051, -0.39199, 1.53031)
C (1.88874, -0.33363, 2.45210)
C (0.49523, -0.14021, 2.09205)
C (-0.52547, -0.24358, 3.03269)
C (-1.84708, -0.28496, 2.52821)
C (-2.15266, 0.09351, 1.23114)
N (-1.12706, 0.35819, 0.41989)
C (0.13874, 0.16812, 0.73913)
H (3.88910, -0.47449, -2.95040)
H (1.42172, -0.16441, -3.49496)
H (4.46920, -0.55021, -0.51627)
H (3.95021, -0.54221, 1.84959)
H (2.08574, -0.54952, 3.53616)
H (-0.18931, -0.60420, 4.00393)
H (-2.56316, -0.81716, 3.21403)
H (-3.18653, 0.30226, 0.93441)
Se (-6.30403, 0.51176, -3.54492)
Sb (-4.23240, 0.82221, -2.33703)
Se (-3.32235, -1.42484, -2.35383)
Se (-2.71803, 2.43877, -3.40819)
Se (-4.99818, 1.52296, -0.15331)


(4)
Formula: C12H8F6MoN3O10SSbSe2
Source: OMol25
Level of theory: ωB97M-V/def2-TZVPD

HOMO energy (alpha / beta): -13.43 / -13.44 eV
2S+1: 2
total charge: +1
E_LUMO (alpha / beta): -5.9 / -5.7 eV
energy relative to the best compared isomer or geometry (same formula, charge and spin): 0.0 kcal per mole

CARTESIAN COORDINATES (ANGSTROEM)
Mo (-0.02591, -0.04019, -0.12803)
F (0.01243, 1.56432, 0.82002)
Sb (-1.06711, 4.11723, -1.63591)
F (-1.65158, 3.64316, -3.34372)
F (-0.18832, 5.62832, -2.28102)
F (-2.59392, 5.00439, -1.07688)
F (-1.67050, 2.42735, -1.03216)
F (-0.15490, 4.32112, 0.00820)
O (-1.93191, -0.59598, 0.07747)
C (-1.68566, -1.82356, -0.28542)
N (-0.43771, -2.00508, -0.69740)
C (-0.22744, -3.42462, -0.88549)
O (0.81009, -3.91626, -1.18224)
C (-1.56830, -4.04429, -0.62147)
C (-1.95854, -5.35905, -0.69606)
C (-3.28869, -5.64358, -0.37868)
C (-4.18241, -4.64515, -0.00266)
C (-3.78569, -3.31320, 0.07318)
C (-2.46872, -3.04240, -0.24482)
H (-1.26393, -6.13604, -0.98430)
H (-3.63469, -6.66744, -0.42443)
H (-5.20334, -4.91103, 0.23346)
H (-4.47491, -2.53177, 0.36164)
O (2.31054, -0.91001, 3.59951)
Se (1.93115, -1.59741, 2.21505)
O (1.85730, -3.14971, 1.95813)
O (0.59410, -0.78731, 1.57206)
O (3.16811, -0.86262, 1.13240)
S (2.79896, 0.14693, -0.09832)
C (2.71875, 1.69606, 0.79449)
N (2.66105, 1.70540, 2.13673)
C (2.44235, 2.87081, 2.78104)
C (2.29829, 4.02346, 2.05521)
C (2.42823, 3.92647, 0.67027)
N (2.65018, 2.76134, 0.06320)
H (2.72661, 0.84640, 2.69513)
H (2.39062, 2.81445, 3.85920)
H (2.09891, 4.96553, 2.54174)
H (2.35482, 4.79479, 0.02888)
O (0.49955, 1.45572, -4.32695)
Se (1.15199, 1.75211, -2.92732)
O (0.75890, 3.12438, -2.13862)
O (0.18638, 0.56184, -1.75465)
O (2.61489, 1.25514, -2.53045)


(5)
Formula: C12H8N2O4PtSe
Source: OMol25
Level of theory: ωB97M-V/def2-TZVPD

HOMO energy (alpha / beta): -15.00 / -16.66 eV
2S+1: 3
total charge: +2
E_LUMO (alpha / beta): -7.8 / -11.2 eV

CARTESIAN COORDINATES (ANGSTROEM)
O (3.66692, 0.21342, 0.81078)
C (2.89351, 0.73733, 0.07833)
Pt (1.88162, 1.68491, -1.37223)
O (5.65408, -2.34590, -3.68282)
C (5.31209, -1.30181, -3.36801)
C (3.05095, 3.01541, -1.59376)
O (3.92008, 3.75715, -1.74257)
C (1.42369, 1.37558, -3.28416)
O (1.54968, 1.38433, -4.47051)
C (-0.61945, 1.34231, -0.66521)
N (-0.60642, 0.10497, 0.10890)
C (0.10145, -1.02105, -0.23391)
Se (1.55997, -1.15854, -1.34887)
N (-0.44870, -2.04243, 0.48489)
C (-1.47421, -1.56056, 1.30075)
C (-2.29855, -2.20620, 2.19595)
C (-3.27043, -1.43294, 2.84135)
C (-3.38451, -0.03308, 2.59563)
C (-2.50871, 0.60035, 1.71037)
C (-1.57974, -0.21095, 1.06955)
H (0.38062, 1.86541, -0.53735)
H (-1.25537, 2.04559, -0.13120)
H (-0.92522, 1.15106, -1.70942)
H (-0.19026, -2.99894, 0.36139)
H (-2.16989, -3.27502, 2.37922)
H (-3.97585, -1.89187, 3.56161)
H (-4.16650, 0.52342, 3.11710)
H (-2.52085, 1.67807, 1.52419)


(6)
Formula: C12H8N2O4Y
Source: OMol25
Level of theory: ωB97M-V/def2-TZVPD

HOMO energy: -19.15 eV
total charge: +3
E_LUMO: -14.4 eV

CARTESIAN COORDINATES (ANGSTROEM)
Y (-0.98922, 0.34903, -1.22133)
O (0.12457, -3.09329, -1.25043)
C (-0.37901, -2.05946, -1.39215)
C (-0.90853, 2.17795, 0.42114)
O (-0.59580, 2.83094, 1.32356)
C (-1.91590, -0.51608, 0.77398)
O (-2.40084, -0.93115, 1.73765)
C (-0.98181, 1.43711, -3.51194)
O (-1.30296, 1.84695, -4.53498)
C (-3.09905, -0.11812, -2.26816)
H (-2.71236, -0.35741, -3.27347)
H (-3.65853, -0.97707, -1.85956)
C (-3.28885, 1.15566, -1.76923)
H (-4.03637, 1.35199, -0.97809)
H (-3.06773, 2.09293, -2.30768)
N (2.09939, -1.84025, 4.89907)
C (2.14347, -1.39050, 3.81261)
C (2.20879, -0.87640, 2.46249)
C (3.45196, -0.47696, 1.97875)
C (3.52095, 0.15011, 0.74653)
C (2.33387, 0.38280, 0.03968)
N (1.13770, -0.09303, 0.46463)
C (1.06828, -0.71782, 1.66069)
H (4.32277, -0.66391, 2.60582)
H (4.47862, 0.44635, 0.32945)
H (2.34984, 0.98060, -0.88181)
H (0.09673, -1.09095, 1.99280)


Q: Which max |F| values were calculated for the entries above? A: 0.069, 0.058, 0.067, 0.024, 0.159, 0.142, in hartree/bohr.
Q: Which E values were calculated for the entries above? A: -1362.8415, -1529.9093, -10564.6161, -7487.1546, -3392.5921, -909.6553, in hartree.